56
Properties=species:S:1:pos:R:3:forces:R:3:mulliken_charge:R:1 method="wB97M-V/def2-TZVPD" lumo_energy_ev="-7.3 / -10.3" e_above_lowest_ev=0.000 orbital_gap_ev="6.9 / 3.9" charge=+2 s2=3.768 multiplicity=4 fmax_ev_per_a=4.65
P -0.577503 -1.656362 3.717218 -3.6 -1.5 2.4 0.708
P 1.304063 -2.120794 -2.691079 0.0 -0.1 0.5 0.420
C 0.607239 0.522288 1.518533 1.7 -1.1 -0.2 -0.322
C 1.643957 1.128854 0.723215 0.7 -2.0 2.1 -0.564
H 0.395328 -0.540614 1.318198 0.0 0.3 0.0 0.041
H 0.517281 0.793624 2.577136 -0.3 0.4 -0.4 0.322
H 2.305697 1.880004 1.174291 -0.5 0.1 -0.4 0.343
H 2.158136 0.473911 0.005111 -0.4 0.5 0.0 0.335
C 3.076978 -2.559104 -2.832147 0.1 0.1 0.0 -1.328
H 3.210793 -3.428466 -3.487533 0.1 0.2 0.3 0.428
H 3.497453 -2.751250 -1.837689 0.0 0.1 -0.3 0.354
H 3.591926 -1.696551 -3.272446 0.0 -0.2 0.1 0.394
C 0.674335 -2.690826 -4.311924 -0.1 0.3 -0.2 -1.163
H 0.510273 -1.782746 -4.907347 0.0 -0.3 0.0 0.365
H -0.282952 -3.218820 -4.199442 0.4 0.2 -0.2 0.380
H 1.424564 -3.317601 -4.809954 -0.4 0.0 0.1 0.325
C -0.735822 -1.099836 5.465730 1.4 1.0 -0.2 -1.123
H -1.349900 -1.801973 6.039835 0.1 0.0 -0.4 0.400
H -1.171068 -0.094670 5.494672 0.2 -0.2 0.0 0.373
H 0.271736 -1.065829 5.896943 -0.3 0.1 0.3 0.401
C -2.243532 -1.177269 3.105213 0.8 0.7 -1.3 -0.961
H -2.384734 -1.592134 2.099679 -0.1 0.1 0.2 0.340
H -2.288285 -0.083123 3.049197 -0.2 -0.2 0.0 0.343
H -3.029219 -1.551184 3.773555 0.4 -0.1 0.1 0.432
Tc -0.228466 1.792894 0.019412 1.2 -3.5 2.2 0.241
C -0.444312 1.928049 -1.959062 -0.5 0.5 -2.1 -0.607
C 0.886691 2.307075 -1.554192 0.3 0.8 -1.8 0.139
C 1.298374 3.771643 -1.508629 0.7 0.2 -0.1 -1.028
C 0.750313 4.526897 -0.278391 0.5 0.4 0.1 -0.892
C -0.062014 3.646132 0.667920 -0.9 2.5 0.1 0.115
C -1.436669 3.344977 0.331267 -1.0 3.1 -0.3 -0.641
C -2.029634 3.765093 -1.001947 -0.8 0.1 0.0 -0.914
C -1.500313 2.983983 -2.233895 -0.6 0.0 -0.8 -0.847
C -0.861111 -3.455828 3.983479 1.4 -0.4 -1.0 -1.114
H -0.536478 1.016911 -2.559856 0.0 0.0 0.4 0.583
H 1.684139 1.628234 -1.868973 -0.3 0.0 0.2 0.710
H 1.018489 4.304023 -2.430534 0.0 -0.3 0.2 0.366
H 2.396540 3.818916 -1.466284 -0.3 -0.1 -0.1 0.372
H 1.596233 4.963422 0.272403 -0.3 -0.2 0.0 0.424
H 0.158707 5.393346 -0.606550 -0.1 -0.3 0.2 0.321
H 0.167488 3.810713 1.724379 -0.1 -0.5 -0.1 0.481
H -2.165916 3.310976 1.144426 0.2 -0.6 0.1 0.563
H -1.932111 4.847298 -1.170322 0.3 -0.2 0.2 0.333
H -3.114263 3.600037 -0.947485 0.3 0.0 0.1 0.414
H -2.360099 2.486815 -2.703372 0.3 0.1 0.2 0.396
H -1.152829 3.697757 -2.992128 0.2 -0.1 0.1 0.362
H -1.150008 -3.930493 3.037489 0.1 0.0 0.2 0.334
H -1.636566 -3.610371 4.743345 0.1 0.4 -0.2 0.430
H 0.082526 -3.900751 4.327842 -0.3 -0.1 0.0 0.417
F 1.635576 -3.734736 -0.546734 -0.8 0.1 -0.6 -0.292
C 0.805996 -3.630673 -1.649892 0.7 -0.5 -0.8 0.572
F 0.976394 -4.781396 -2.407430 -0.4 0.8 1.0 -0.287
C -0.648842 -3.616432 -1.129795 -0.9 -1.0 0.1 0.520
F -0.898428 -2.500857 -0.374611 0.2 -0.6 -0.4 -0.214
F -1.569632 -3.655045 -2.133644 1.2 0.3 1.1 -0.242
F -0.856519 -4.698136 -0.337198 0.0 1.0 -0.5 -0.259